# C27H30N5O4PSY

A structure of composition C27H30N5O4PSY (the ωB97M-V functional and the def2-TZVPD basis, the Open Molecules 2025 dataset).

The calculation puts the HOMO energy at -11.3 eV. The net charge is +1. As for the spin multiplicity: 1. The calculation puts the largest force on an atom at 0.99 eV Å⁻¹. As for the total energy: -65289.6452 eV. The calculation puts the LUMO energy at -3.34 eV. As for the frontier orbital gap: 7.99 eV.

XYZ file:
```
69
Properties=species:S:1:pos:R:3:mulliken_charge:R:1
Y 0.06 0.05 -0.56 1.170
C -3.49 4.09 -4.37 -0.919
C -3.45 3.99 -2.85 -0.456
N -2.09 3.86 -2.33 -0.152
C -1.46 2.68 -2.26 0.757
S 0.09 2.85 -1.36 -0.179
N -1.99 1.63 -2.81 -1.118
N -1.43 0.42 -2.41 0.381
C -1.66 -0.58 -3.18 0.711
C -2.39 -0.48 -4.48 -1.729
C -1.17 -1.93 -2.74 0.769
C -1.72 -3.08 -3.27 -0.960
C -1.26 -4.31 -2.84 -0.480
C -0.25 -4.37 -1.89 -0.810
C 0.23 -3.18 -1.38 -0.060
N -0.22 -1.99 -1.79 -0.039
H -4.52 4.24 -4.70 0.361
H -3.12 3.18 -4.83 0.189
H -2.90 4.93 -4.73 0.289
H -4.01 3.13 -2.50 0.228
H -3.88 4.88 -2.39 0.426
H -1.56 4.69 -2.14 0.259
H -2.28 0.52 -4.89 0.329
H -3.46 -0.67 -4.35 0.340
H -2.00 -1.21 -5.19 0.505
H -2.51 -3.03 -4.02 0.447
H -1.67 -5.23 -3.24 0.437
H 0.14 -5.31 -1.53 0.424
H 0.99 -3.17 -0.61 0.497
O -1.77 -2.29 0.98 -0.609
C -2.14 -1.21 1.39 0.161
C -3.22 -0.98 2.44 -0.505
C -3.24 0.53 2.63 -0.585
C -2.21 1.04 1.63 0.028
O -1.93 2.21 1.45 -0.602
N -1.62 -0.01 0.96 0.557
H -2.96 -1.55 3.33 0.292
H -4.16 -1.39 2.06 0.319
H -2.94 0.86 3.62 0.225
H -4.20 1.00 2.42 0.371
C 1.66 1.98 2.21 -1.460
P 2.01 0.32 1.53 1.366
C 1.62 -0.81 2.90 0.521
C 2.28 -2.04 3.02 -0.644
C 1.89 -2.95 4.00 -0.632
C 0.84 -2.64 4.85 -0.568
C 0.19 -1.43 4.74 -0.676
C 0.57 -0.52 3.77 -0.580
C 3.79 0.29 1.30 0.260
C 4.31 0.29 0.01 -0.401
C 5.69 0.31 -0.19 -0.636
C 6.54 0.33 0.90 -0.446
C 6.03 0.33 2.19 -0.720
C 4.67 0.31 2.40 -0.262
H 0.59 2.19 2.27 0.387
H 2.11 2.72 1.54 0.403
H 2.11 2.09 3.20 0.451
H 3.10 -2.28 2.37 0.447
H 2.41 -3.89 4.09 0.422
H 0.54 -3.35 5.61 0.410
H -0.62 -1.18 5.42 0.487
H 0.05 0.43 3.71 0.335
H 3.65 0.30 -0.85 0.302
H 6.08 0.32 -1.19 0.425
H 7.62 0.34 0.74 0.397
H 6.70 0.34 3.04 0.408
H 4.27 0.29 3.41 0.384
O 1.22 2.21 -2.39 -0.218
O 1.44 0.88 -1.90 -0.433
```